Entry 1
3 unconnected molecules or ions with the total composition C2H10NO3. Source: OMol25; level of theory: ωB97M-V/def2-TZVPD.

Last column: Mulliken charge in e.
Element x y z (Å)
O (2.264, 0.446, 0.947)  -0.42
C (1.346, 0.102, 1.633)  0.08
C (-0.102, 0.302, 1.223)  -0.47
N (-0.254, 1.411, 0.245)  -0.22
H (1.452, -0.356, 2.632)  0.34
H (-0.468, -0.653, 0.853)  0.34
H (-0.616, 0.587, 2.138)  0.34
H (-1.197, 1.817, 0.414)  0.30
H (0.500, 2.101, 0.332)  0.38
H (-0.077, 1.112, -0.708)  0.35
H (-3.112, 3.380, 0.266)  0.32
H (-3.535, 1.908, 0.464)  0.30
O (-2.765, 2.488, 0.387)  -0.65
H (2.810, -5.342, -3.554)  0.32
H (1.810, -4.284, -3.941)  0.32
O (1.944, -5.019, -3.331)  -0.64

Charge: +1
Highest occupied orbital energy in eV: -13.42
E_LUMO in eV: -3.6
Spin multiplicity: 1
Gap between HOMO and LUMO in eV: 9.87



Entry 2
3 unconnected molecules or ions with the total composition C2H10NO3. Source: OMol25; level of theory: ωB97M-V/def2-TZVPD.

Last column: Mulliken charge in e.
Element x y z (Å)
O (-0.187, 0.350, 2.541)  -0.40
C (0.879, -0.105, 2.261)  0.17
C (1.421, -0.776, 1.004)  -0.53
N (0.289, -0.879, 0.055)  -0.32
H (1.702, -0.218, 2.990)  0.31
H (2.355, -0.389, 0.608)  0.34
H (1.844, -1.793, 1.278)  0.33
H (0.735, -0.910, -0.995)  0.33
H (-0.236, -1.751, 0.104)  0.39
H (-0.406, -0.077, 0.164)  0.42
H (2.252, -2.099, -2.620)  0.36
H (1.961, -0.770, -3.519)  0.35
O (1.754, -1.132, -2.603)  -0.72
H (-5.040, 4.210, -0.391)  0.31
H (-4.948, 2.756, -0.302)  0.33
O (-4.376, 3.583, -0.575)  -0.64

Charge: +1
Highest occupied orbital energy in eV: -13.54
E_LUMO in eV: -3.7
Spin multiplicity: 1
Gap between HOMO and LUMO in eV: 9.86



Most stable structure - entry 1; separation to the second - 1.095 eV.



Entry 1
5 unconnected molecules or ions with the total composition C3H16NO4. Source: OMol25; level of theory: ωB97M-V/def2-TZVPD.

Last column: Mulliken charge in e.
Element x y z (Å)
C (-0.604, -1.085, -1.182)  -0.41
O (0.566, -0.780, -1.797)  -0.40
C (-1.597, 0.047, -1.274)  -0.02
C (-2.724, -0.043, -0.278)  -0.86
N (-1.030, 0.680, 2.384)  -0.49
H (-0.960, -2.021, -1.576)  0.45
H (-0.418, -1.294, -0.093)  0.23
H (0.900, 0.039, -1.407)  0.46
H (-1.982, 0.141, -2.304)  0.38
H (-3.332, -0.919, -0.492)  0.36
H (-3.365, 0.837, -0.447)  0.34
H (-2.214, 0.029, 0.691)  0.20
H (-0.978, 0.989, -1.034)  0.21
H (-0.603, 1.275, 1.696)  0.27
H (-1.410, 1.071, 3.258)  0.25
H (1.196, 0.469, 0.687)  0.38
H (2.416, -0.398, 1.443)  0.32
O (1.540, -0.440, 0.966)  -0.54
H (4.003, -0.535, -1.007)  0.30
H (5.289, -0.969, -0.250)  0.30
O (4.399, -0.671, -0.152)  -0.58
H (0.935, 2.361, -0.135)  0.20
H (-0.575, -0.242, 2.444)  0.29
O (0.547, 1.459, -0.139)  -0.61

Charge: +1
Highest occupied orbital energy in eV: -14.43
E_LUMO in eV: -9.9
Spin multiplicity: 1
Gap between HOMO and LUMO in eV: 4.48



Entry 2
5 unconnected molecules or ions with the total composition C3H16NO4. Source: OMol25; level of theory: ωB97M-V/def2-TZVPD.

Last column: Mulliken charge in e.
Element x y z (Å)
C (-1.996, -0.584, 0.361)  -0.41
C (-1.778, 0.238, -0.850)  -0.01
C (-2.115, 1.674, -0.884)  -0.77
O (1.047, 0.318, 2.327)  -0.60
N (-0.839, -1.463, 0.785)  -0.42
H (-2.130, 0.102, 1.193)  0.31
H (-2.856, -1.237, 0.218)  0.37
H (-1.963, -0.293, -1.789)  0.39
H (-2.790, 1.976, -0.095)  0.38
H (-2.653, 1.777, -1.847)  0.35
H (-1.284, 2.367, -1.087)  0.34
H (1.140, 0.516, 3.245)  0.29
H (-1.084, -2.439, 0.666)  0.29
H (-0.077, -1.274, 0.136)  0.19
H (0.579, -0.517, 2.280)  0.33
H (0.010, 0.669, -1.102)  0.17
H (1.192, -0.314, -1.392)  0.38
O (0.969, 0.623, -1.228)  -0.62
H (2.242, -2.462, 0.213)  0.28
H (2.389, -0.995, 0.656)  0.34
O (2.037, -1.553, -0.044)  -0.59
H (3.999, 0.689, -0.944)  0.30
H (2.547, 1.200, -0.567)  0.36
O (3.415, 0.979, -0.252)  -0.62

Charge: +1
Highest occupied orbital energy in eV: -13.51
E_LUMO in eV: -7.8
Spin multiplicity: 1
Gap between HOMO and LUMO in eV: 5.68



Entry 3
5 unconnected molecules or ions with the total composition C3H16NO4. Source: OMol25; level of theory: ωB97M-V/def2-TZVPD.

Last column: Mulliken charge in e.
Element x y z (Å)
C (-3.012, -1.671, -0.254)  -1.13
C (-2.946, -0.179, -0.074)  -0.35
C (-1.742, 0.940, 1.767)  -0.07
N (-1.747, 0.264, 0.690)  0.13
H (-2.517, -2.104, -1.137)  0.29
H (-2.863, -2.175, 0.637)  0.41
H (-4.146, -1.991, -0.380)  0.33
H (-2.888, 0.485, -1.098)  0.30
H (-3.872, 0.365, 0.407)  0.37
H (-0.834, 1.319, 2.257)  0.29
H (-2.742, 1.200, 2.398)  0.24
H (-0.879, -0.024, 0.307)  0.20
H (5.218, 3.889, -2.731)  0.31
H (5.464, 3.053, -3.932)  0.30
O (5.296, 3.027, -3.053)  -0.61
H (2.025, -0.107, 1.924)  0.34
H (2.657, -0.855, 3.140)  0.30
O (1.924, -0.814, 2.549)  -0.62
H (0.611, -1.911, 0.119)  0.36
H (1.155, -2.242, -1.291)  0.31
O (0.474, -1.801, -0.819)  -0.72
H (1.447, -0.277, -0.576)  0.38
H (2.302, 1.004, -0.727)  0.34
O (1.615, 0.605, -0.122)  -0.68

Charge: +1
Highest occupied orbital energy in eV: -13.61
E_LUMO in eV: -4.6
Spin multiplicity: 1
Gap between HOMO and LUMO in eV: 9.03



Most stable structure - entry 3; separation to the second - 2.119 eV.



Entry 1
CHNO4 in the gas phase. Source: OMol25; level of theory: ωB97M-V/def2-TZVPD.

Last column: Mulliken charge in e.
Element x y z (Å)
C (-0.645, -0.418, -0.470)  0.37
N (1.444, 0.563, -1.319)  1.10
O (-1.753, -0.171, -0.761)  -0.33
O (2.305, 0.686, -2.127)  -0.54
O (1.375, 1.029, -0.176)  -0.59
O (0.398, -0.188, -1.684)  -0.32
H (0.123, -0.733, 0.312)  0.31

Highest occupied orbital energy in eV: -11.72
E_LUMO in eV: -0.3
Spin multiplicity: 1
Structure (SMILES): O=CO[N+](=O)[O-]
Gap between HOMO and LUMO in eV: 11.47



Entry 2
CHNO4 in the gas phase. Source: OMol25; level of theory: ωB97M-V/def2-TZVPD.

Last column: Mulliken charge in e.
Element x y z (Å)
C (0.370, -0.394, 0.021)  -0.08
N (0.103, 0.659, 0.874)  0.84
O (-0.028, 0.354, 2.046)  -0.51
O (-0.551, -0.962, -2.065)  -0.31
O (-0.140, 1.764, 0.355)  -0.49
O (-0.426, -0.021, -1.235)  0.13
H (0.672, -1.400, 0.004)  0.42

Highest occupied orbital energy (spin up / spin down) in eV: -11.50 / -10.99
E_LUMO (spin up / spin down) in eV: -2.6 / -1.5
Spin multiplicity: 1
Gap between HOMO and LUMO (spin up / spin down) in eV: 8.93 / 9.49



Most stable structure - entry 1; separation to the second - 4.586 eV.



Entry 1
2 unconnected molecules or ions with the total composition C3H10S3. Source: OMol25; level of theory: ωB97M-V/def2-TZVPD.

Last column: Mulliken charge in e.
Element x y z (Å)
C (0.901, 2.529, 0.458)  -0.75
S (0.695, 2.244, 2.233)  -0.03
S (-1.172, 2.747, 2.771)  -0.21
H (0.278, 2.003, -0.260)  0.30
H (1.954, 2.295, 0.334)  0.24
H (0.679, 3.588, 0.307)  0.30
H (-1.884, 1.789, 2.149)  0.15
C (-0.291, -3.877, -4.103)  -1.06
C (-0.774, -3.250, -2.792)  -0.39
S (0.643, -2.617, -1.826)  -0.24
H (0.085, -4.871, -3.820)  0.30
H (0.702, -3.580, -4.456)  0.35
H (-1.108, -4.066, -4.791)  0.30
H (-1.445, -2.434, -3.010)  0.31
H (-1.251, -4.005, -2.198)  0.32
H (0.191, -3.085, -0.657)  0.12

Highest occupied orbital energy in eV: -8.67
E_LUMO in eV: 0.7
Spin multiplicity: 1
Structure (SMILES): CCS.CSS
Gap between HOMO and LUMO in eV: 9.35



Entry 2
2 unconnected molecules or ions with the total composition C3H10S3. Source: OMol25; level of theory: ωB97M-V/def2-TZVPD.

Last column: Mulliken charge in e.
Element x y z (Å)
C (0.022, -1.231, -0.513)  -0.72
S (1.141, -0.561, -1.599)  -0.05
S (-0.242, 0.114, -3.023)  -0.25
H (-0.842, -0.491, -0.213)  0.11
H (-0.484, -2.063, -0.835)  0.47
H (0.563, -1.221, 0.629)  0.22
H (0.426, 0.915, -3.916)  0.15
C (-0.365, 1.570, 1.325)  -0.69
S (-0.861, 0.128, 2.261)  -0.11
C (0.178, 0.059, 3.702)  -0.67
H (-0.939, 2.471, 1.517)  0.34
H (0.803, 1.608, 1.437)  0.27
H (-0.347, 1.406, 0.118)  0.18
H (-0.487, -0.397, 4.577)  0.24
H (0.631, 1.121, 3.741)  0.25
H (1.073, -0.629, 3.633)  0.25

Highest occupied orbital energy in eV: -8.05
E_LUMO in eV: 0.5
Spin multiplicity: 1
Structure (SMILES): CSC.CSS
Gap between HOMO and LUMO in eV: 8.57



Entry 3
2 unconnected molecules or ions with the total composition C3H10S3. Source: OMol25; level of theory: ωB97M-V/def2-TZVPD.

Last column: Mulliken charge in e.
Element x y z (Å)
C (1.670, 1.073, 1.192)  -0.74
S (2.379, 0.938, -0.476)  -0.06
S (0.918, 0.058, -1.619)  -0.21
H (2.456, 1.618, 1.728)  0.30
H (0.675, 1.445, 1.408)  0.26
H (1.705, 0.082, 1.639)  0.28
H (-0.044, 0.971, -1.702)  0.15
C (-2.240, -0.962, 2.159)  -0.92
S (-1.779, -0.199, 0.575)  -0.03
C (-2.173, -1.559, -0.610)  -0.80
H (-3.208, -1.449, 2.089)  0.32
H (-1.436, -1.587, 2.554)  0.28
H (-2.376, -0.197, 2.926)  0.32
H (-2.871, -2.280, -0.192)  0.32
H (-1.246, -2.090, -0.820)  0.24
H (-2.561, -1.028, -1.475)  0.29

Highest occupied orbital energy in eV: -8.36
E_LUMO in eV: 0.6
Spin multiplicity: 1
Structure (SMILES): CSC.CSS
Gap between HOMO and LUMO in eV: 9.01



Most stable structure - entry 3; separation to the second - 0.161 eV.



Entry 1
C4H11N2 in the gas phase. Source: OMol25; level of theory: ωB97M-V/def2-TZVPD.

Last column: Mulliken charge in e.
Element x y z (Å)
C (-0.878, -0.528, 1.042)  -1.50
C (-0.829, -0.708, -0.398)  -0.57
C (-0.025, 0.439, -1.058)  0.26
C (0.953, 0.181, -1.938)  -0.87
N (-0.157, 1.837, -0.466)  -0.53
N (0.494, -0.615, 1.749)  -2.48
H (-1.275, -1.384, 1.516)  0.95
H (-1.238, 0.421, 1.519)  0.27
H (-1.910, -0.771, -0.755)  0.28
H (-0.418, -1.630, -0.744)  0.35
H (1.239, 0.848, -2.822)  0.22
H (1.424, -0.742, -2.014)  0.41
H (0.945, 2.246, -0.441)  0.36
H (-0.821, 2.404, -0.918)  0.23
H (1.209, -0.099, 1.185)  0.51
H (0.892, -1.535, 1.878)  1.07
H (0.396, -0.366, 2.664)  1.04

⟨S²⟩: 0.7505
Highest occupied orbital energy (spin up / spin down) in eV: -3.34 / -9.50
E_LUMO (spin up / spin down) in eV: 0.8 / 0.6
Spin multiplicity: 2
Gap between HOMO and LUMO (spin up / spin down) in eV: 4.14 / 10.14



Entry 2
C4H11N2 in the gas phase. Source: OMol25; level of theory: ωB97M-V/def2-TZVPD.

Last column: Mulliken charge in e.
Element x y z (Å)
C (-0.438, -1.633, 0.954)  -0.61
C (-0.541, -0.124, 1.011)  -0.59
C (0.204, 0.620, -0.050)  -0.27
C (-0.486, 1.482, -0.886)  -1.14
N (0.315, 1.942, -2.041)  -0.54
N (0.950, -2.060, 1.250)  -0.56
H (-0.619, -1.936, -0.072)  0.31
H (-1.150, -2.101, 1.622)  0.36
H (-0.286, 0.257, 2.011)  0.36
H (-1.598, 0.169, 1.007)  0.30
H (1.287, 0.608, -0.079)  0.36
H (-1.543, 1.447, -1.069)  0.14
H (0.955, 1.165, -2.392)  0.49
H (-0.266, 2.210, -2.836)  0.47
H (0.914, 2.724, -1.806)  0.51
H (1.241, -1.707, 2.151)  0.20
H (1.060, -3.064, 1.223)  0.21

⟨S²⟩: 0.7540
Highest occupied orbital energy (spin up / spin down) in eV: -3.91 / -8.47
E_LUMO (spin up / spin down) in eV: 0.9 / 0.6
Spin multiplicity: 2
Gap between HOMO and LUMO (spin up / spin down) in eV: 4.80 / 9.10



Most stable structure - entry 2; separation to the second - 1.650 eV.



Entry 1
C8H8N2O2 in the gas phase. Source: OMol25; level of theory: ωB97M-V/def2-TZVPD.

Last column: Mulliken charge in e.
Element x y z (Å)
C (2.662, 0.625, -0.059)  -0.20
C (2.768, -0.737, 0.129)  -0.67
C (1.434, 1.335, -0.208)  -0.88
C (1.567, -1.431, 0.265)  -0.23
C (0.214, 0.613, -0.110)  0.56
C (0.286, -0.782, 0.170)  0.23
C (-2.250, -0.793, -0.162)  -0.32
C (-1.092, 1.267, -0.491)  -0.62
N (-2.063, 0.467, 0.043)  0.29
N (-0.766, -1.691, 0.160)  0.36
O (-0.643, -2.923, -0.074)  -0.62
O (-3.191, 1.227, 0.476)  -0.46
H (3.587, 1.262, -0.160)  0.27
H (3.729, -1.313, 0.334)  0.30
H (1.414, 2.406, -0.420)  0.40
H (1.481, -2.557, 0.239)  0.36
H (-3.108, -1.223, 0.425)  0.18
H (-1.287, 2.236, -0.017)  0.48
H (-1.057, 1.401, -1.605)  0.20
H (-3.684, 0.612, 1.064)  0.36

Highest occupied orbital energy (spin up / spin down) in eV: -7.32 / -7.55
E_LUMO (spin up / spin down) in eV: -0.2 / 0.0
Spin multiplicity: 1
Structure (SMILES): [O-][N+]1=CN(O)Cc2ccccc21
Gap between HOMO and LUMO (spin up / spin down) in eV: 7.10 / 7.50



Entry 2
C8H8N2O2 in the gas phase. Source: OMol25; level of theory: ωB97M-V/def2-TZVPD.

Last column: Mulliken charge in e.
Element x y z (Å)
C (1.587, -2.509, -0.456)  -0.49
C (-1.593, -1.480, 0.011)  0.08
C (-1.215, 0.778, 0.146)  0.78
C (-1.343, 2.087, 0.503)  -0.93
C (-0.064, 2.717, 0.580)  -0.34
C (1.101, 2.081, 0.339)  -0.83
C (1.152, 0.890, -0.400)  -0.48
C (-0.012, 0.134, -0.344)  0.45
H (1.411, -2.874, 0.541)  0.27
H (2.090, -3.194, -1.071)  0.31
H (2.124, -1.604, -0.281)  0.15
H (-3.083, -0.114, 0.545)  0.27
H (-2.254, 2.558, 0.767)  0.43
H (-0.087, 3.759, 0.831)  0.37
H (2.096, 2.384, 0.390)  0.39
H (2.152, 0.415, -0.620)  0.34
N (-0.232, -1.140, -0.481)  0.27
N (-2.176, -0.200, 0.120)  -0.16
O (0.425, -2.106, -1.200)  -0.31
O (-2.082, -2.582, 0.080)  -0.57

Highest occupied orbital energy in eV: -7.87
E_LUMO in eV: 0.8
Spin multiplicity: 1
Structure (SMILES): COn1c(=O)[nH]c2ccccc21
Gap between HOMO and LUMO in eV: 8.66



Most stable structure - entry 2; separation to the second - 4.495 eV.